This record from the Open Molecules 2025 dataset describes a molecular structure, C3H3N3O2 in a non-equilibrium geometry. The level of theory is ωB97M-V/def2-TZVPD.

Structure (XYZ):
```
11
Properties=species:S:1:pos:R:3:forces:R:3
C 1.486497 -0.192330 0.909408 1.60 -1.44 -0.27
C -0.227765 0.832850 -0.006568 0.80 3.42 -1.46
C -1.416005 -0.431510 -0.926011 -12.65 -2.84 -6.72
H 1.556587 -0.389272 2.015113 -0.10 0.86 -0.93
H 2.537982 -0.250743 0.406783 -1.90 -0.73 0.80
H -1.928768 -1.357722 -1.464678 1.11 2.06 1.51
N -1.137681 1.699337 -0.381972 0.66 -3.41 0.47
N -2.063323 0.773102 -1.043213 2.91 -2.05 0.94
N -0.280282 -0.457863 -0.475267 6.56 1.39 5.22
O 1.000918 1.019947 0.434725 1.03 1.22 2.38
O 0.471840 -1.245796 0.531680 -0.02 1.51 -1.94
```
Forces are in eV/Å.

Values from the calculation:
LUMO ... -0.07 eV
Orbital gap ... 9.180 eV
ΔE to the lowest compared entry with this formula, charge and spin ... 162.69 kcal/mol
Charge ... 0
E_HOMO ... -9.250 eV